1.
Molecular formula: C3H4NO5
Method: DFT, ωB97M-V with the def2-TZVPD basis set

Last column: Mulliken charge in e.
CARTESIAN COORDINATES (ANGSTROEM)
1 O -2.40 1.19 0.52  -0.6870
2 C -1.65 0.48 -0.11  0.5164
3 C -1.25 0.18 -1.31  -0.5448
4 O 0.07 -0.43 -1.46  -0.3853
5 C 0.68 -0.38 -0.20  1.0042
6 O 1.63 0.64 -0.05  -0.5809
7 O 1.37 -1.61 0.07  -0.6195
8 N -0.35 -0.31 0.85  -0.5017
9 O 0.01 0.50 1.90  -0.3590
10 H -1.98 -0.10 -2.19  0.2030
11 H 2.38 0.32 -0.55  0.2984
12 H 1.05 -1.88 0.98  0.3441
13 H 0.45 1.39 1.56  0.3122

As for the total energy: -547.59863 a.u. The SMILES is [O-]C1=COC(O)(O)N1O. The energy above the lowest of the compared OMol25 structures with the same formula, charge and spin comes out at 473.14 kJ/mol. Its orbital gap is 6.49 eV. Its total charge is -1. The HOMO energy comes out at -2.795 eV.


2.
Molecular formula: C3H4NOPS
Method: DFT, ωB97M-V with the def2-TZVPD basis set

Last column: Mulliken charge in e.
CARTESIAN COORDINATES (ANGSTROEM)
1 O 0.14 1.09 -1.68  -0.4077
2 C 0.33 -0.07 -1.86  -0.0647
3 P -0.65 -1.49 -1.28  -0.1775
4 C -1.74 -0.92 -0.22  0.5185
5 S -2.86 -0.97 0.82  -0.2302
6 H 1.13 -0.55 -2.43  0.3370
7 C 1.09 0.50 1.13  -0.4272
8 N -0.10 0.32 1.47  -0.3014
9 H 1.42 -0.03 0.33  0.3134
10 H 1.65 1.36 1.46  0.2561
11 H -0.41 0.76 2.25  0.1836

As for the total energy: -986.10876 a.u. The SMILES is O=CP=C=S.C=N. The energy above the lowest of the compared OMol25 structures with the same formula, charge and spin comes out at 233.16 kJ/mol. Its orbital gap is 7.52 eV. Its total charge is 0. The HOMO energy comes out at -8.467 eV.


3.
Molecular formula: C3H4NP
Method: DFT, ωB97M-V with the def2-TZVPD basis set

Last column: Mulliken charge in e.
CARTESIAN COORDINATES (ANGSTROEM)
1 C 0.32 -1.42 0.13  -0.0217
2 N 1.09 -0.45 0.38  -0.4425
3 C 0.45 0.79 0.11  -0.5033
4 C -0.94 0.56 -0.39  -0.1535
5 P -1.35 -1.06 -0.52  -0.1155
6 H 0.54 -2.54 0.46  0.2965
7 H 1.04 1.39 -0.60  0.2963
8 H 0.43 1.36 1.05  0.2773
9 H -1.59 1.39 -0.62  0.3665

As for the total energy: -512.76687 a.u. The SMILES is C1=NCC=P1. The energy above the lowest of the compared OMol25 structures with the same formula, charge and spin comes out at 23.72 kJ/mol. Its orbital gap is 9.55 eV. Its total charge is 0. The HOMO energy comes out at -9.532 eV.


4.
Molecular formula: C3H4NP
Method: DFT, ωB97M-V with the def2-TZVPD basis set

Last column: Mulliken charge in e.
CARTESIAN COORDINATES (ANGSTROEM)
1 C 0.24 0.34 1.18  -0.0079
2 C -0.81 -0.43 1.04  -0.6016
3 C 0.81 0.31 -0.98  -0.0255
4 N 0.99 0.81 0.16  -0.5388
5 P -0.53 -0.99 -1.17  -0.0367
6 H 0.67 0.78 2.17  0.3305
7 H -1.33 -1.09 1.65  0.3898
8 H 1.27 0.46 -1.90  0.4196
9 H -1.30 -0.19 -2.14  0.0705

As for the total energy: -512.69828 a.u. The energy above the lowest of the compared OMol25 structures with the same formula, charge and spin comes out at 203.82 kJ/mol. Its orbital gap is 9.40 eV. Its total charge is 0. The HOMO energy comes out at -9.250 eV.


5.
Molecular formula: C3H4NS
Method: DFT, ωB97M-V with the def2-TZVPD basis set

Last column: Mulliken charge in e.
CARTESIAN COORDINATES (ANGSTROEM)
1 C 0.58 0.03 -1.42  0.5642
2 C 1.28 -0.04 0.84  -0.1066
3 C -0.89 0.20 -1.41  -0.5854
4 N 1.33 0.19 -0.40  -0.1764
5 S 0.04 0.04 -3.01  0.0727
6 H 1.13 -0.97 1.33  0.3063
7 H 1.66 0.78 1.47  0.2682
8 H -1.46 -0.64 -1.45  0.3170
9 H -1.50 1.03 -1.17  0.3399

As for the total energy: -569.26762 a.u. The energy above the lowest of the compared OMol25 structures with the same formula, charge and spin comes out at 209.81 kJ/mol. Its orbital gap (alpha / beta) is 9.15 / 9.15 eV. Its total charge is +1. The HOMO energy (alpha / beta) comes out at -15.189 / -15.189 eV.


6.
Molecular formula: C3H4NS
Method: DFT, ωB97M-V with the def2-TZVPD basis set

Last column: Mulliken charge in e.
CARTESIAN COORDINATES (ANGSTROEM)
1 C -0.15 1.69 -0.29  -0.0042
2 C -2.03 0.73 -0.03  -0.0513
3 C 0.21 -0.79 -0.21  -0.5066
4 N 0.61 0.53 0.18  -0.1621
5 S -1.66 -0.84 0.05  0.1708
6 H 0.55 -1.07 -1.17  0.3924
7 H 0.67 -1.67 0.32  0.3986
8 H 1.56 0.83 0.02  0.3883
9 H 0.26 0.59 1.14  0.3740

As for the total energy: -569.05166 a.u. The energy above the lowest of the compared OMol25 structures with the same formula, charge and spin comes out at 776.79 kJ/mol. Its orbital gap (alpha / beta) is 7.16 / 7.16 eV. Its total charge is +1. The HOMO energy (alpha / beta) comes out at -14.237 / -14.237 eV.


7.
Molecular formula: C3H4NS
Method: DFT, ωB97M-V with the def2-TZVPD basis set

Last column: Mulliken charge in e.
CARTESIAN COORDINATES (ANGSTROEM)
1 C -0.73 -0.68 0.86  0.0159
2 C -0.08 -0.47 -1.82  -0.3206
3 C 0.77 1.24 0.63  -0.1333
4 N -0.12 0.40 0.96  -0.0325
5 S -0.71 -1.55 -0.75  0.1498
6 H -1.22 -1.11 1.67  0.4170
7 H -0.21 -0.90 -2.87  0.2953
8 H 1.70 0.84 0.96  0.2887
9 H 0.60 2.22 0.37  0.3197

As for the total energy: -569.21773 a.u. The energy above the lowest of the compared OMol25 structures with the same formula, charge and spin comes out at 340.78 kJ/mol. Its orbital gap is 8.34 eV. Its total charge is +1. The HOMO energy comes out at -14.282 eV.


8.
Molecular formula: C3H4NaO3Tl
Method: DFT, ωB97M-V with the def2-TZVPD basis set

Last column: Mulliken charge in e.
CARTESIAN COORDINATES (ANGSTROEM)
1 H 2.42 -1.30 0.51  0.2213
2 C 1.48 -1.67 0.05  -0.4270
3 C 1.62 -1.33 -1.42  -0.2907
4 O 0.40 -1.58 -2.05  -0.2419
5 C 0.25 -2.06 -3.67  -0.2709
6 O -1.06 -2.15 -3.96  -0.2953
7 Na -1.25 -0.95 -0.47  0.9689
8 O 0.35 -1.11 0.61  -0.9446
9 H 1.47 -2.79 0.17  0.3126
10 H 2.45 -1.87 -1.91  0.2375
11 H -1.21 -2.12 -4.91  0.4071
12 Tl 1.48 0.80 0.37  0.3230

As for the total energy: -677.00421 a.u. The energy above the lowest of the compared OMol25 structures with the same formula, charge and spin comes out at 273.84 kJ/mol. Its orbital gap (alpha / beta) is 4.71 / 4.71 eV. Its total charge is 0. The HOMO energy (alpha / beta) comes out at -5.390 / -5.388 eV.